(1)
This record from the OMol25 dataset describes a molecular structure, C18H15F6NO7S2Sr in a non-equilibrium geometry. The level of theory is wB97M-V/def2-TZVPD.

The geometry in XYZ format:
```
50
Properties=species:S:1:pos:R:3
Sr -0.04381 -0.26495 -0.16895
F -3.08203 -4.00247 1.08968
C -1.82922 -4.21364 0.72963
F -1.18233 -4.84655 1.69768
F -1.78819 -4.90196 -0.38285
S -1.00758 -2.54991 0.56883
O -1.31792 -1.90599 1.81085
O 0.40813 -2.73571 0.28661
N -1.68777 -1.76141 -0.66706
S -0.85903 -2.02254 -2.04814
O 0.32071 -1.16175 -2.14554
O -0.73766 -3.39781 -2.41271
C -2.05146 -1.25725 -3.20890
F -2.29607 -0.01055 -2.81320
F -3.17123 -1.94754 -3.22770
F -1.48682 -1.25229 -4.39951
C 1.20951 3.94825 -1.84161
C 0.81854 2.93759 -0.79142
O 0.64386 1.77612 -1.15873
C 0.65776 3.36348 0.59608
C 1.08863 4.64777 0.97717
C 1.02223 5.08195 2.27487
C 0.51312 4.20185 3.25042
C 0.05498 2.95476 2.91499
C 0.08001 2.49513 1.56642
O -0.42516 1.36044 1.25259
H 1.21616 3.46041 -2.81113
H 2.20395 4.35397 -1.63688
H 0.50807 4.78576 -1.85234
H 1.50281 5.30898 0.22490
H 1.35614 6.07527 2.54489
H 0.48232 4.51956 4.28835
H -0.35136 2.28335 3.66262
C 4.19985 -0.97387 0.85176
C 2.89323 -0.54542 1.45707
O 2.04678 -0.02714 0.74892
C 2.64484 -0.76745 2.90218
C 1.40323 -0.44325 3.43958
C 1.14607 -0.68390 4.77816
C 2.13150 -1.23895 5.58528
C 3.37898 -1.54952 5.05697
C 3.63205 -1.31690 3.71495
H 4.17865 -0.78703 -0.21652
H 4.37429 -2.03592 1.03660
H 5.02427 -0.41576 1.30287
H 0.64217 0.00188 2.80999
H 0.17354 -0.44388 5.19014
H 1.92774 -1.43214 6.63204
H 4.14864 -1.97723 5.68719
H 4.60462 -1.56333 3.30950
```

Its LUMO energy is -0.29 eV. Its energy is -2702.686838 Ha.



(2)
This record from the OMol25 dataset describes 3 unconnected molecules or ions with the total composition C18H15N3O6 in a non-equilibrium geometry. The level of theory is wB97M-V/def2-TZVPD.

The geometry in XYZ format:
```
42
Properties=species:S:1:pos:R:3
C -0.07121 -0.71009 1.45527
C -0.01539 -0.98430 2.85647
C -0.33753 -2.27240 3.28250
C -0.82571 -3.26459 2.36059
C -0.82646 -2.91956 0.97369
C -0.50272 -1.64310 0.57794
N -1.19357 -4.57314 2.80089
O -1.74994 -5.28489 2.02621
O -1.06108 -4.86353 3.97497
H 0.25744 0.24261 1.06699
H 0.28502 -0.27202 3.61067
H -0.35353 -2.49297 4.33962
H -1.12242 -3.67617 0.26211
H -0.49779 -1.27846 -0.43863
C 3.81223 6.07542 2.73751
C 4.14889 5.38068 1.59691
C 3.99328 4.03667 1.50778
C 3.58222 3.33796 2.68841
C 3.08716 4.02429 3.77142
C 3.34463 5.44455 3.82715
N 3.24698 1.91001 2.47921
O 2.72837 1.29449 3.39037
O 3.40354 1.45784 1.34983
H 3.89067 7.14972 2.65930
H 4.60349 5.93800 0.79122
H 4.44755 3.53198 0.66794
H 2.69386 3.55971 4.66355
H 3.02666 6.02105 4.68326
C -3.72255 -0.79099 -6.18555
C -2.61335 -0.30884 -5.60003
C -2.00905 -1.10620 -4.55852
C -2.67619 -2.27107 -4.07716
C -3.76409 -2.69809 -4.70531
C -4.36846 -1.94401 -5.69330
N -2.05829 -3.04592 -2.87536
O -2.34776 -4.22315 -2.86987
O -1.33852 -2.50648 -2.09630
H -4.15089 -0.23638 -7.00734
H -2.42925 0.72511 -5.85194
H -1.16796 -0.78239 -3.96345
H -4.14700 -3.60133 -4.25372
H -5.20131 -2.37984 -6.22510
```

The expectation value of S² is 0.76. The spin multiplicity is 2. Its LUMO energy (alpha / beta) is 1.16 / 1.16 eV. As for the net charge: -1. Its energy is -1310.316715 Ha.



(3)
This record from the OMol25 dataset describes a molecular structure, C18H16Br3CuF11NO19S2 in a non-equilibrium geometry. The level of theory is wB97M-V/def2-TZVPD.

The geometry in XYZ format:
```
71
Properties=species:S:1:pos:R:3
Cu -1.07135 0.58821 1.43519
C 0.47401 -1.78850 -1.21646
F -0.85989 -1.81595 -1.30073
F 0.94375 -2.84521 -1.82621
F 0.98276 -0.67458 -1.81359
S 0.95731 -1.90617 0.69344
O -0.04448 -2.53931 1.53173
O 2.22696 -2.69420 0.65285
N 0.90460 -0.14393 1.03683
S 2.49637 0.11754 1.14386
O 3.03461 -0.36300 2.42873
O 3.26727 -0.19923 -0.02780
C 2.57319 2.09927 1.10028
F 1.43841 2.47467 1.78517
F 3.59927 2.65770 1.73887
F 2.37669 2.59281 -0.13850
C 0.42768 2.55976 -2.49063
C -0.46478 2.17445 -3.57978
O -1.61331 2.98816 -3.33687
C -1.12445 4.12751 -2.99080
O -1.76907 5.13681 -2.73857
O 0.14010 3.97775 -2.60957
F -0.71610 0.86978 -3.36309
H 1.47126 2.39832 -2.76077
H 0.25336 1.97209 -1.58933
H -0.09757 2.37964 -4.58534
C 0.58028 5.07570 3.88981
C -0.92116 4.81986 3.87371
O -1.32802 5.89003 2.94960
C -0.61024 6.92355 3.32143
O -0.77356 8.08152 2.94149
O 0.55181 6.48462 4.00687
F -1.42025 4.91070 5.15819
H 1.18150 4.87336 3.00342
H 1.02782 4.43320 4.64811
H -1.08204 3.79275 3.54620
C -1.47252 -7.03685 -1.06521
C -1.02953 -5.59561 -0.95284
O -2.18686 -4.93724 -1.39128
C -3.27138 -5.74430 -1.14448
O -4.41579 -5.39342 -1.17470
O -2.84993 -7.01812 -0.92433
F -0.04020 -5.47018 -1.87548
H -0.90925 -7.68597 -0.39479
H -1.27077 -7.49861 -2.03174
H -0.61277 -5.26360 -0.00196
C -4.50641 -2.91423 -4.82990
C -3.02178 -3.01920 -4.77867
O -2.79811 -2.70846 -3.33794
C -3.69753 -1.79678 -3.04596
O -3.66658 -0.88434 -2.17686
O -4.66606 -1.79123 -4.03289
F -2.48831 -2.18608 -5.71923
H -4.93224 -3.82362 -4.40591
H -4.98504 -2.76022 -5.79700
H -2.67132 -3.98786 -5.13500
C 2.72128 1.44241 5.89246
C 1.65653 0.80135 6.72255
O 0.72364 0.13206 5.90926
C 0.89144 0.74271 4.71193
O 0.20533 0.65264 3.74625
O 1.95812 1.55269 4.71021
F 0.92814 1.63813 7.53324
H 3.49716 0.69927 5.70846
H 3.23558 2.35334 6.19872
H 2.17489 0.16107 7.43631
C 3.96931 -0.39674 -3.66716
Br 5.05972 -2.13930 -3.72141
Br 3.28358 -0.21668 -5.57648
Br 5.04391 1.18065 -2.92495
H 3.13123 -0.51756 -2.98078
```

The expectation value of S² is 2.00. The spin multiplicity is 3. Its LUMO energy (alpha / beta) is -0.88 / -4.78 eV. Its energy is -13436.948271 Ha.



(4)
This record from the OMol25 dataset describes C18H16BrClN2O3 in the gas phase in a non-equilibrium geometry. The level of theory is wB97M-V/def2-TZVPD.

The geometry in XYZ format:
```
41
Properties=species:S:1:pos:R:3
O -3.80258 -0.65756 -0.94255
Cl 2.63866 0.60822 0.37070
Br 3.63297 -1.33785 -4.05374
N -0.77020 -0.71894 0.71275
O -1.52849 4.40945 0.92266
O -1.11457 1.30095 -0.61753
C -2.54251 -0.71268 -0.97377
C 0.25487 -1.21142 0.06721
C 2.92936 -1.97549 3.31528
C 1.83843 -2.86907 3.02804
C 3.19506 -1.08204 2.31920
C 0.67369 -1.77888 -4.19847
C 0.98610 -2.74827 1.90327
C 1.66281 -1.29959 -2.05048
C -0.54552 -1.74220 -3.62602
C 2.32604 -0.82264 1.24556
C 1.83401 -1.54976 -3.40984
C 1.25283 -1.69451 1.00370
C 0.38994 -1.36802 -1.42090
C -0.74489 -1.50388 -2.23346
N -2.09697 -1.55600 -1.94547
C -1.19324 4.84274 2.32365
C -1.75534 0.11620 0.00603
C -1.54385 2.99815 0.78838
C -1.77442 2.48461 -0.56437
H 3.61255 -2.24352 4.18437
H 1.61409 -3.61133 3.75751
H 3.96130 -0.37896 2.39618
H 0.86140 -2.12506 -5.17674
H 0.11274 -3.38153 1.89246
H 2.58693 -0.89729 -1.56739
H -1.51358 -1.85079 -4.15835
H -2.67028 -1.75835 -2.73281
H -0.24699 4.31356 2.62268
H -1.02290 5.93506 2.31078
H -1.94127 4.59451 3.05499
H -2.44605 0.48613 0.78394
H -0.56724 2.65124 1.16352
H -2.33702 2.50047 1.48409
H -2.85351 2.35130 -0.74823
H -1.35235 3.28305 -1.23684
```

Its LUMO energy is -0.19 eV. Its energy is -4064.841330 Ha.



(5)
This record from the OMol25 dataset describes a molecular structure, C18H16BrF8NO3Pd. The level of theory is wB97M-V/def2-TZVPD.

The geometry in XYZ format:
```
48
Properties=species:S:1:pos:R:3
Pd -0.52991 1.06175 -0.40487
F -1.00105 3.76411 -1.09664
C -0.38457 2.62068 -1.59964
F -0.87948 2.51445 -2.89739
H 0.67502 2.87862 -1.71418
C -1.05638 -1.74145 3.01409
C -0.60946 -1.53398 1.54920
O -0.38815 -0.24628 1.27543
C -1.71557 -2.14989 0.64421
F -2.92598 -1.68748 1.00236
F -1.79151 -3.51452 0.74788
F -1.55293 -1.88242 -0.65180
C 0.70205 -2.35669 1.35022
F 1.72883 -1.74980 1.97544
F 1.05269 -2.50006 0.06465
F 0.65506 -3.61822 1.87783
H -1.84941 -1.02253 3.20771
H -0.21251 -1.51125 3.66464
H -1.41030 -2.75311 3.22019
C -2.19108 2.26956 2.22088
C -3.04350 1.90359 1.04667
C -4.41745 1.99164 0.91267
C -4.72973 1.47338 -0.37161
C -3.52893 1.10401 -0.95076
C -3.29111 0.51219 -2.30375
N -2.50779 1.36226 -0.08429
H -2.58687 3.15607 2.72571
H -1.16936 2.47363 1.89710
H -2.12609 1.45557 2.94835
H -5.10415 2.36568 1.66079
H -5.70692 1.36971 -0.82462
H -4.21759 0.07296 -2.68477
H -2.53151 -0.27053 -2.25782
H -2.93888 1.25526 -3.02133
Br 8.05176 -1.16808 -0.59886
C 6.18939 -0.82932 -0.88154
C 5.58576 -1.31661 -2.02793
C 4.23450 -1.06621 -2.22126
C 3.50286 -0.33408 -1.29473
C 4.13573 0.13640 -0.14999
C 5.48444 -0.10930 0.06765
C 2.01259 -0.07825 -1.53668
O 1.48070 -0.65782 -2.48064
O 1.51485 0.74245 -0.70527
H 6.16019 -1.88265 -2.74920
H 3.71132 -1.43750 -3.09313
H 3.54155 0.68558 0.56820
H 5.97891 0.24847 0.96082
```

Its LUMO energy is 3.75 eV. As for the net charge: -2. Its energy is -4476.945847 Ha.



(6)
This record from the OMol25 dataset describes a molecular structure, C18H16Cl10IrN3. The level of theory is wB97M-V/def2-TZVPD.

The geometry in XYZ format:
```
48
Properties=species:S:1:pos:R:3
Ir 1.02782 -0.15215 -0.19285
Cl -1.46909 2.19050 1.60900
C -0.98595 0.62374 2.19347
C -0.09573 -0.21769 1.50906
C 0.01590 -1.49304 2.07064
Cl 0.93354 -2.65156 1.14435
C -0.56515 -1.91637 3.25590
Cl -0.31277 -3.50204 3.83819
C -1.37470 -1.01997 3.95049
Cl -2.10415 -1.48077 5.42086
C -1.60246 0.23893 3.39754
Cl -2.66166 1.31138 4.21092
Cl 1.45984 3.37844 1.09932
C 2.69922 2.18112 1.21350
C 2.50232 0.89102 0.73160
C 3.65273 0.10512 0.69407
Cl 3.47779 -1.38952 -0.22435
C 4.89013 0.44834 1.20145
Cl 6.20903 -0.62802 1.09219
C 5.01917 1.71251 1.77979
Cl 6.50944 2.19198 2.45289
C 3.93016 2.58551 1.75187
Cl 4.11320 4.16711 2.37546
N -3.55609 -1.37685 -0.59634
C -2.21410 -0.88814 -1.11679
C -2.29681 0.61897 -1.29309
C -1.06748 1.23994 -1.96906
N 0.08229 1.45651 -1.02901
C -0.65647 0.46417 -3.21456
C -0.58864 -1.04240 -3.02128
N 0.56411 -1.38328 -2.15893
C -1.88234 -1.59605 -2.41725
H -3.77406 -0.94053 0.30465
H -3.55807 -2.39115 -0.45899
H -4.31853 -1.15094 -1.24232
H -1.51273 -1.16169 -0.32793
H -2.49789 1.11508 -0.34462
H -3.14217 0.83917 -1.95579
H -1.36823 2.24041 -2.28859
H -0.23155 2.07089 -0.27428
H 0.78272 2.00949 -1.52609
H 0.29788 0.83748 -3.59692
H -1.38664 0.67644 -3.99858
H -0.46207 -1.50855 -4.00143
H 1.42380 -1.21108 -2.67935
H 0.57292 -2.38054 -1.95482
H -1.79305 -2.67622 -2.27025
H -2.68543 -1.43570 -3.14374
```

Its LUMO energy is -6.48 eV. As for the net charge: +2. Its energy is -5565.473608 Ha.



(7)
This record from the OMol25 dataset describes C18H16ClFN2OS in the gas phase in a non-equilibrium geometry. The level of theory is wB97M-V/def2-TZVPD.

The geometry in XYZ format:
```
40
Properties=species:S:1:pos:R:3
N 1.84912 1.62516 -2.77280
C 2.48916 0.74026 -2.42128
C 3.28050 -0.36474 -2.03421
C 4.44209 -0.63550 -2.76190
C 5.23186 -1.71436 -2.42233
C 4.86733 -2.52850 -1.35915
C 3.71842 -2.26140 -0.63831
C 2.90808 -1.17743 -0.95509
C 1.65430 -0.93471 -0.18816
H 1.26312 0.07644 -0.28949
H 1.78959 -1.16209 0.86896
S 0.34378 -2.10357 -0.72225
C -0.20742 -1.37334 -2.29834
H -0.83741 -2.14665 -2.73940
H 0.65987 -1.21331 -2.93812
C -0.99214 -0.07235 -2.11273
N -1.97823 -0.18014 -1.06789
C -1.74345 0.30593 0.17393
O -0.79641 1.01040 0.44252
C -2.79204 -0.11391 1.20589
C -2.95837 0.96191 2.23434
C -3.47031 2.21081 1.89045
C -3.59977 3.23026 2.81860
C -3.20568 3.01499 4.12751
C -2.68854 1.78968 4.50730
C -2.57129 0.79201 3.55751
F -2.07379 -0.40261 3.93917
H -2.37183 1.59783 5.51983
H -3.30050 3.80729 4.85311
H -4.00084 4.18354 2.51349
Cl -3.95506 2.49004 0.25891
H -3.74492 -0.31197 0.71144
H -2.43701 -1.03187 1.67948
H -2.72082 -0.84761 -1.20436
H -0.32280 0.74574 -1.83659
H -1.47999 0.18539 -3.05753
H 3.43169 -2.90145 0.18312
H 5.48278 -3.37457 -1.09285
H 6.12917 -1.92332 -2.98462
H 4.70774 0.00769 -3.58817
```

Its LUMO energy is 0.41 eV. Its energy is -1838.546175 Ha.



(8)
This record from the OMol25 dataset describes C18H16N2O2S2 in the gas phase in a non-equilibrium geometry. The level of theory is wB97M-V/def2-TZVPD.

The geometry in XYZ format:
```
40
Properties=species:S:1:pos:R:3
C 0.33413 0.28378 -0.37174
N 1.12263 -0.31433 -1.57303
O 0.57519 -0.25293 -2.68400
O 2.21810 -0.85998 -1.34759
C 1.19188 1.32522 0.35628
C 2.56726 1.16923 0.53758
C 3.29477 2.08272 1.30203
C 2.65230 3.16281 1.91037
C 3.38614 4.04343 2.78407
N 3.98175 4.74520 3.50721
C 1.28341 3.36254 1.67876
C 0.56400 2.45436 0.90470
H -0.50652 0.83130 -0.80189
H 3.08317 0.33325 0.07887
H 4.36826 1.93708 1.43378
H 0.78821 4.22653 2.12502
H -0.50232 2.59453 0.71871
C -4.56028 0.75391 -1.55318
C -4.02103 -0.17304 -2.45449
C -2.91295 -0.93853 -2.09941
C -2.28962 -0.73828 -0.84868
C -0.97834 -1.34493 -0.56556
S -0.26941 -0.97148 0.96363
C 1.24624 -1.94649 1.21193
C 1.07901 -3.37444 0.75382
C 0.89683 -3.42581 -0.74723
S -0.68963 -2.81698 -1.36781
C -2.87762 0.14459 0.07779
C -3.99429 0.89607 -0.28020
H -5.42060 1.35914 -1.83798
H -4.46453 -0.29860 -3.44352
H -2.49573 -1.65821 -2.80880
H 2.08872 -1.43683 0.73566
H 1.34183 -1.87035 2.30251
H 1.99656 -3.91511 1.00192
H 0.23552 -3.85165 1.25978
H 1.68468 -2.88253 -1.28573
H 0.87757 -4.46820 -1.09512
H -2.45482 0.23710 1.08141
H -4.42050 1.59591 0.44014
```

Its LUMO energy is -1.04 eV. Its energy is -1751.603287 Ha.